1.
A cluster of 2 separate species, C3H3N3O in total in a non-equilibrium geometry, computed with ωB97M-V with the def2-TZVPD basis set.

XYZ file:
```
10
Properties=species:S:1:pos:R:3:forces:R:3
N 2.1889 -0.0218 0.4011 -0.558 0.393 0.170
C 1.0548 -0.3272 0.0681 0.625 -1.266 0.717
N 0.3606 1.6651 -0.7856 -2.014 1.373 0.070
N -0.6595 1.7949 -0.3878 1.808 0.882 -0.834
O -1.8715 -0.3039 1.3476 -0.645 0.305 -0.258
C -1.4824 -0.3157 0.2088 -0.203 -0.894 0.774
C -0.1269 -0.8929 -0.0293 0.483 -0.269 -0.276
H 2.8069 0.4601 -0.2388 0.063 -0.305 -0.333
H -2.1563 -0.0895 -0.6511 0.373 0.004 0.304
H -0.1146 -1.9691 0.0672 0.069 -0.223 -0.333
```
Positions in Å, forces in eV/Å.

Its LUMO energy is 0.12 eV. The spin multiplicity is 1. The calculation puts the highest occupied orbital energy at -9.2 eV. As for the SMILES: N=C=CC=O.N#N.


2.
The molecule C3H3N3O, computed with ωB97M-V with the def2-TZVPD basis set.

XYZ file:
```
10
Properties=species:S:1:pos:R:3:forces:R:3
N -0.3369 -2.6006 0.0438 -0.172 0.474 0.362
C -0.4774 -1.4736 0.4830 -0.038 -0.581 -0.384
N 0.4539 -0.0550 -1.6525 -0.187 0.439 0.761
N 0.2599 0.4476 -0.5716 0.149 -0.391 -0.126
O 1.8131 2.1127 -0.0194 -0.572 -0.124 -0.299
C 0.6780 1.7971 -0.1745 0.593 0.526 0.283
C -0.4115 -0.1808 0.6530 0.013 -0.309 -0.148
H -1.0973 -2.9011 -0.5648 -0.009 -0.186 0.073
H -0.2069 2.4172 0.0360 0.072 0.244 -0.047
H -0.7076 0.3939 1.5285 0.151 -0.091 -0.475
```
Positions in Å, forces in eV/Å.

Its LUMO energy is 0.22 eV. The spin multiplicity is 1. The calculation puts the highest occupied orbital energy at -8.6 eV.


3.
The molecule C3H3N3O in a non-equilibrium geometry, computed with ωB97M-V with the def2-TZVPD basis set.

XYZ file:
```
10
Properties=species:S:1:pos:R:3:forces:R:3
C 1.0939 -0.0970 -0.2390 -0.099 0.335 -1.221
C -1.1312 0.1119 -0.0233 -1.804 2.523 -0.426
C 0.5777 -0.5627 1.0877 -0.689 0.109 -1.747
H 3.1247 -0.0527 -0.0679 -3.046 -0.170 -1.818
H -0.1532 1.0806 -1.6399 0.210 -3.068 1.963
H 1.1120 -1.1124 1.7696 1.709 -0.758 1.742
N 2.2369 0.0198 -0.7648 2.351 0.241 2.062
N -0.1142 0.1650 -0.9909 0.846 2.066 -0.131
N -0.6801 -0.5341 1.1847 -0.614 0.174 -0.630
O -2.1779 0.7271 -0.1272 1.135 -1.452 0.208
```
Positions in Å, forces in eV/Å.

Its LUMO energy is -0.88 eV. The spin multiplicity is 1. The calculation puts the highest occupied orbital energy at -10.4 eV. As for the SMILES: [H]/N=C1\C=NC(=O)N1.


4.
A cluster of 2 separate species, C3H3N3O in total in a non-equilibrium geometry, computed with ωB97M-V with the def2-TZVPD basis set.

XYZ file:
```
10
Properties=species:S:1:pos:R:3:forces:R:3
N -1.2923 -0.8388 -1.7676 0.162 0.454 0.638
C -1.0089 -0.0636 -0.8814 -0.151 -0.336 -0.478
N 2.2708 -0.9648 -0.3599 0.797 1.411 0.957
N 2.6877 -0.1445 0.2454 -0.633 -1.434 -1.073
O 0.0700 -0.8706 1.6110 -0.141 0.473 -0.029
C -0.2107 0.2879 1.3789 -0.065 -0.328 0.083
C -0.8124 0.7708 0.1332 0.017 -0.080 -0.133
H -0.6224 -1.0765 -2.4940 0.005 0.078 0.097
H -0.0111 1.0835 2.1242 -0.046 -0.113 -0.057
H -1.0705 1.8166 0.0103 0.055 -0.126 -0.005
```
Positions in Å, forces in eV/Å.

Its LUMO energy is 0.45 eV. The spin multiplicity is 1. The calculation puts the highest occupied orbital energy at -9.7 eV. As for the SMILES: N=C=CC=O.N#N.


5.
The molecule C3H3N3O, computed with ωB97M-V with the def2-TZVPD basis set.

XYZ file:
```
10
Properties=species:S:1:pos:R:3:forces:R:3
N 1.3471 0.5081 0.2333 -0.009 0.000 0.136
C 0.6697 -0.6542 0.2891 0.357 0.372 -0.349
N 0.9465 1.3759 -0.7547 -0.318 -0.324 -0.263
N 0.0026 0.8330 -1.3933 0.327 -0.058 0.127
O -1.3760 0.6918 1.2433 0.219 -0.401 -0.140
C -1.1157 -0.3341 0.7000 -0.685 0.278 0.302
C -0.2388 -0.4187 -0.7899 0.065 -0.079 -0.056
H 2.0705 0.8545 0.8457 -0.173 -0.148 0.119
H -1.6639 -1.2820 0.8098 0.227 0.106 0.049
H -0.7890 -1.1892 -1.3226 -0.008 0.254 0.075
```
Positions in Å, forces in eV/Å.

Its LUMO energy is -0.34 eV. The spin multiplicity is 1. The calculation puts the highest occupied orbital energy at -10.1 eV.


6.
The molecule C3H3N3O in a non-equilibrium geometry, computed with ωB97M-V with the def2-TZVPD basis set.

XYZ file:
```
10
Properties=species:S:1:pos:R:3:forces:R:3
O -2.3523 0.0426 -1.0903 1.033 -0.266 0.267
C -1.2644 0.1859 -0.6699 -0.531 -0.139 -0.640
N -0.1164 -0.9483 -0.5096 -0.288 0.326 -0.180
C 1.0282 -0.1819 -0.6896 -0.063 0.233 0.013
N 1.3977 0.4473 0.3883 0.237 -0.442 -0.023
C 0.5006 -0.0285 1.3245 -0.011 -0.039 0.156
N -0.3572 -0.9005 0.8777 -0.119 0.530 0.252
H -0.7608 1.0992 -0.2995 -0.455 0.020 -0.020
H 1.4796 -0.0622 -1.6697 -0.117 -0.002 0.189
H 0.4451 0.3464 2.3381 0.315 -0.220 -0.014
```
Positions in Å, forces in eV/Å.

Its LUMO energy is 0.25 eV. The spin multiplicity is 1. The calculation puts the highest occupied orbital energy at -11.1 eV. As for the SMILES: O=Cn1cncn1.


7.
The molecule C3H3N3O in a non-equilibrium geometry, computed with ωB97M-V with the def2-TZVPD basis set.

XYZ file:
```
10
Properties=species:S:1:pos:R:3:forces:R:3
C -1.6855 -0.6245 0.0539 -0.303 0.736 -1.674
C 0.2892 0.9250 0.0433 -2.129 -0.298 1.032
C 1.5910 0.6152 -0.0705 1.279 0.837 -0.395
H -1.8076 -1.7593 0.0234 -0.226 1.367 0.436
H -0.4347 1.7069 0.2859 1.008 0.325 -0.521
H 2.4774 1.2088 -0.0880 0.072 0.555 -0.120
N -0.2925 -0.3048 0.1064 -0.829 -0.808 0.218
N 1.7638 -0.7112 -0.1694 -1.453 -2.043 0.891
N 0.5931 -1.3076 0.0114 1.519 1.200 -0.895
O -2.4943 0.2515 -0.1963 1.061 -1.871 1.028
```
Positions in Å, forces in eV/Å.

Its LUMO energy is -0.21 eV. The spin multiplicity is 1. The calculation puts the highest occupied orbital energy at -10.6 eV. As for the SMILES: O=Cn1ccnn1.


8.
A structure of composition C3H3N3O in a non-equilibrium geometry, computed with ωB97M-V with the def2-TZVPD basis set.

XYZ file:
```
10
Properties=species:S:1:pos:R:3:forces:R:3
O -2.2287 1.5236 0.3575 0.787 -0.660 0.010
C -1.3009 0.9191 -0.0438 -0.100 -0.144 0.692
N -0.4242 -0.1224 1.3160 0.154 0.368 -0.350
N 0.6820 -0.7116 1.1069 -0.473 0.116 -0.323
C 1.1249 -0.6929 -0.1707 0.085 -0.009 -0.055
C 0.4751 -0.0465 -1.1956 0.027 0.000 0.085
N -0.6321 0.6986 -1.1372 -0.012 -0.114 0.324
H -0.6515 -0.2192 2.3153 -0.352 0.364 -0.506
H 2.0461 -1.2252 -0.3579 -0.058 0.029 0.037
H 0.9095 -0.1236 -2.1905 -0.058 0.051 0.086
```
Positions in Å, forces in eV/Å.

Its LUMO energy is -0.59 eV. The spin multiplicity is 1. The calculation puts the highest occupied orbital energy at -9.4 eV.


9.
A cluster of 2 separate species, C3H3N3O in total in a non-equilibrium geometry, computed with ωB97M-V with the def2-TZVPD basis set.

XYZ file:
```
10
Properties=species:S:1:pos:R:3:forces:R:3
N -0.5487 1.5679 -1.4028 0.536 -0.580 0.124
C 0.0601 0.6258 -0.9499 -0.381 0.640 -0.152
N -2.3387 -0.4135 0.4301 0.847 -1.604 0.834
N -1.7870 -1.2704 0.8497 -1.157 1.523 -0.684
O 1.0071 0.6550 1.7311 0.049 -0.325 -0.313
C 1.2994 -0.2239 0.9474 -0.028 0.229 0.027
C 0.8133 -0.3322 -0.4343 0.133 0.124 -0.043
H -1.5616 1.6195 -1.3617 0.007 -0.093 0.118
H 1.9962 -1.0347 1.2304 -0.056 0.033 0.078
H 1.0598 -1.1934 -1.0400 0.049 0.054 0.013
```
Positions in Å, forces in eV/Å.

Its LUMO energy is 0.47 eV. The spin multiplicity is 1. The calculation puts the highest occupied orbital energy at -9.6 eV. As for the SMILES: N=C=CC=O.N#N.


10.
A structure of composition C3H3N3O in a non-equilibrium geometry, computed with ωB97M-V with the def2-TZVPD basis set.

XYZ file:
```
10
Properties=species:S:1:pos:R:3:forces:R:3
C -0.8983 -0.6420 1.0197 3.399 1.353 4.456
C -0.0816 0.1216 0.1704 -4.235 -3.942 4.261
C 1.0180 0.8895 -1.2125 -0.025 -0.515 -4.699
H -1.2915 -1.6752 -0.2897 -2.259 -0.486 1.851
H -0.4592 -0.5810 2.2272 -2.265 0.187 -3.410
H 1.1061 1.2517 -2.3391 1.206 -0.406 2.834
N 0.0623 -0.0638 -1.1356 1.278 2.904 0.325
N 1.5224 1.3570 0.0009 1.073 2.336 -3.098
N 0.7233 0.9270 0.8698 0.229 -0.785 1.091
O -1.7014 -1.5848 0.6891 1.598 -0.647 -3.611
```
Positions in Å, forces in eV/Å.

Its LUMO energy is -0.98 eV. The spin multiplicity is 1. The calculation puts the highest occupied orbital energy at -9.7 eV.


Calculated total energy for the records above, in order: -9675.2388, -9672.4908, -9676.2926, -9676.6359, -9673.0689, -9675.0105, -9675.6708, -9675.3019, -9676.6082, -9673.3475 eV